(1)
Density functional theory data (ωB97M-V/def2-TZVPD) for the ion C12H18N3 with charge +1 at a distorted geometry.

As for the HOMO-LUMO gap (spin up / spin down): 6.839 / 6.841 eV. Its LUMO energy (spin up / spin down) is -4.4 / -4.4 eV. For the energy above the lowest of the compared OMol25 structures with the same formula, charge and spin, the calculation gives 492.2 kJ/mol. As for the HOMO energy (spin up / spin down): -11.21 / -11.21 eV. Its net charge is +1.

```
33
C12H18N3 (ωB97M-V/def2-TZVPD)
H -0.5498 2.2778 -1.5483
H -3.2411 -1.4646 -2.6548
H -0.4799 2.4875 1.1309
C 1.3040 1.8393 0.1367
H -2.6895 -2.4340 -0.4183
H -2.8053 -3.1654 -2.7572
H -1.6432 -1.9331 -3.2478
H -1.0299 -1.6340 1.3250
C -1.8909 -2.1352 -1.1076
N 2.0547 1.7827 1.3234
N 2.7315 1.8951 3.7362
H 1.5994 1.1108 -0.6254
C -1.0498 1.6684 -0.7928
C -0.4112 0.3720 1.2691
H -0.1036 0.3847 2.3061
C 2.7660 -0.5335 1.1116
C -1.3930 0.3296 -1.3632
H 3.7764 -0.5270 0.6974
H 2.0522 -0.6564 0.3002
H 2.6686 -1.3696 1.7988
H 3.3991 -0.0802 3.6089
C 2.9240 0.7472 3.1261
H -1.0895 -2.8738 -1.0029
C -1.3899 -0.7982 -0.6403
N 2.5313 0.7170 1.8212
H -2.0011 2.1685 -0.5756
C -0.2174 1.6370 0.4944
C -2.4258 -2.1721 -2.5323
H -1.7356 0.3314 -2.3844
C 2.2537 2.9361 3.4214
H 1.4189 2.8474 -0.2655
C -0.9270 -0.7364 0.7331
H 1.9657 3.9490 3.4942
```

=====

(2)
Density functional theory data (ωB97M-V/def2-TZVPD) for a cluster of 6 separate species, C12H18N6 in total at a distorted geometry.

As for the HOMO-LUMO gap: 10.815 eV. Its LUMO energy is -0.2 eV. For the energy above the lowest of the compared OMol25 structures with the same formula, charge and spin, the calculation gives 666.7 kJ/mol. As for the SMILES: CC#N.CC#N.CC#N.CC#N.CC#N.CC#N. As for the HOMO energy: -11.03 eV.

```
36
C12H18N6 (ωB97M-V/def2-TZVPD)
H -1.0516 3.0319 -0.0099
C 2.8045 0.9830 2.2055
C -2.0000 -1.0784 0.8346
H 0.3572 -1.7321 -1.1096
C 0.5816 -0.0032 0.1419
H -2.6675 -1.8110 0.3808
H -0.5347 0.8591 -4.3887
C 0.4374 -1.1873 1.1195
H -0.9261 1.5804 0.9310
H 3.5134 -0.4677 0.9203
C -0.5459 2.5989 0.8532
N 0.7962 -0.9830 -2.2366
C -1.0664 -3.3280 -0.6551
H 0.5242 2.6138 1.0603
N -2.8646 1.4114 1.0272
N 2.3944 1.2918 3.2396
H 1.1238 -0.3912 -0.7204
C 0.2371 -2.7904 -0.8777
C 0.0879 -0.2146 -2.7683
N -1.6631 3.9495 2.7552
H -1.8129 0.5635 -3.2171
C -0.7575 0.8145 -3.3227
C -2.5297 0.2992 0.9774
C 3.2040 0.5764 0.8738
H -0.3522 0.4445 -0.1984
H 2.3000 0.6344 0.2676
H -0.4200 1.8023 -3.0091
H 1.1772 0.6826 0.7443
H 4.0251 1.1916 0.5057
C -1.1834 3.3450 1.9451
H -1.1576 -1.0390 0.1440
H 0.7135 -3.0773 0.0598
N -2.1501 -3.7371 -0.4420
H -1.7206 -1.4944 1.8026
N 0.3440 -2.0488 1.8445
H 0.7823 -3.2903 -1.6783
```

=====

(3)
Density functional theory data (ωB97M-V/def2-TZVPD) for a structure of composition C12H18N7O5Tl.

As for the HOMO-LUMO gap: 8.983 eV. Its LUMO energy is 0.4 eV. For the energy above the lowest of the compared OMol25 structures with the same formula, charge and spin, the calculation gives 0.0 kJ/mol. As for the HOMO energy: -8.58 eV.

```
43
C12H18N7O5Tl (ωB97M-V/def2-TZVPD)
H -1.8631 0.6212 2.4634
C -3.2653 -2.0426 1.8083
O -2.4979 -3.0661 -1.3398
H -1.0964 2.8932 -3.6264
N 4.8006 -0.1918 -0.8789
H 4.9439 2.1040 3.1496
H -1.3410 -0.4597 1.3992
H -0.1238 3.2141 -2.1780
H 6.1923 1.3567 1.1457
C 5.1458 1.1133 1.2749
N -4.3347 -2.7412 2.2454
O 0.0780 0.6212 -2.6972
N -1.6044 -0.3591 2.3859
H 1.3321 0.2524 1.7287
C -1.0494 2.7633 -2.5440
C 4.4383 0.3758 0.3305
C 2.3836 0.4825 1.6121
H 2.5647 1.5671 3.4372
H -1.8830 3.2799 -2.0736
O -0.5099 0.1384 -0.1691
N -2.5874 -2.2189 0.6631
C -1.2150 1.0906 -0.6591
O -1.9720 1.8217 -0.0288
H -3.1887 -0.9984 3.5274
H -2.3304 -0.4614 -2.5772
N 2.6522 -0.6955 -0.6007
N -3.0836 -3.0657 -0.2634
C -2.2825 0.5949 -2.8528
N -2.7971 -1.0898 2.6071
C -1.1001 1.2864 -2.1923
H 5.7093 -0.1708 -1.3051
H -3.2071 1.0746 -2.5343
H -4.8961 -2.3690 2.9901
C 4.4391 1.5253 2.3871
C 3.0782 1.2156 2.5519
Tl 0.1505 -1.8066 -1.3775
H -4.7441 -3.3703 1.5706
H 0.8261 0.9421 -2.1768
C 3.6928 -0.8105 -1.3738
H 3.7073 -1.3364 -2.3171
H -2.1951 0.6679 -3.9381
O -4.0534 -3.8035 -0.0610
C 3.0868 0.0551 0.4868
```